{
  "formula": "C78H179N24O24",
  "method": "ωB97M-V/def2-TZVPD",
  "max_force_ev_per_a": 4.63,
  "total_charge": -1,
  "e_lumo_ev": 0.6759,
  "energy_ev": -168702.2657,
  "homo_ev": -4.691,
  "symbols": ["C", "C", "C", "C", "C", "C", "N", "O", "C", "C", "C", "H", "H", "H", "H", "H", "H", "H", "H", "H", "H", "H", "H", "H", "H", "H", "H", "H", "H", "C", "C", "O", "N", "C", "H", "H", "H", "H", "H", "H", "H", "C", "C", "O", "N", "C", "H", "H", "H", "H", "H", "H", "H", "C", "C", "O", "N", "C", "H", "H", "H", "H", "H", "H", "H", "C", "C", "O", "N", "C", "H", "H", "H", "H", "H", "H", "H", "C", "C", "O", "N", "C", "H", "H", "H", "H", "H", "H", "H", "C", "C", "O", "N", "C", "H", "H", "H", "H", "H", "H", "H", "C", "C", "O", "N", "C", "H", "H", "H", "H", "H", "H", "H", "C", "C", "O", "N", "C", "H", "H", "H", "H", "H", "H", "H", "C", "C", "O", "N", "C", "H", "H", "H", "H", "H", "H", "H", "C", "C", "O", "N", "C", "H", "H", "H", "H", "H", "H", "H", "C", "C", "O", "N", "C", "H", "H", "H", "H", "H", "H", "H", "C", "C", "O", "N", "C", "H", "H", "H", "H", "H", "H", "H", "C", "C", "O", "N", "C", "H", "H", "H", "H", "H", "H", "H", "C", "C", "O", "N", "C", "H", "H", "H", "H", "H", "H", "H", "C", "C", "O", "N", "C", "H", "H", "H", "H", "H", "H", "H", "C", "C", "O", "N", "C", "H", "H", "H", "H", "H", "H", "H", "C", "C", "O", "N", "C", "H", "H", "H", "H", "H", "H", "H", "C", "C", "O", "N", "C", "H", "H", "H", "H", "H", "H", "H", "C", "C", "O", "N", "C", "H", "H", "H", "H", "H", "H", "H", "C", "C", "O", "N", "C", "H", "H", "H", "H", "H", "H", "H", "C", "C", "O", "N", "C", "H", "H", "H", "H", "H", "H", "H", "C", "C", "O", "N", "C", "H", "H", "H", "H", "H", "H", "H", "C", "C", "O", "N", "C", "H", "H", "H", "H", "H", "H", "H"],
  "positions_angstrom": [[0.62117, 1.33469, 1.33783], [0.71298, 0.51018, 0.03460], [1.63094, -0.78670, 0.40307], [0.83856, -1.75239, 1.22535], [-0.44495, -2.11915, 0.55011], [-1.45132, -0.96340, 0.19837], [-0.65640, 0.07113, -0.49385], [-1.44410, 1.15959, -1.08512], [-2.24114, -0.44142, 1.39501], [-2.51475, -1.60075, -0.73407], [1.49852, 1.26679, -1.00456], [1.55564, 1.74884, 1.71642], [0.22038, 0.73352, 2.15396], [-0.03233, 2.19757, 1.20951], [2.47959, -0.42957, 0.98647], [2.13671, -1.32951, -0.39547], [0.56417, -1.42718, 2.22887], [1.49414, -2.60277, 1.41291], [-0.91483, -2.87302, 1.18177], [-0.15870, -2.66652, -0.34797], [-2.68086, 0.55529, 1.35881], [-1.65409, -0.59368, 2.30071], [-3.13192, -1.02891, 1.61740], [-2.12450, -1.86134, -1.71788], [-3.38432, -0.94552, -0.78532], [-2.92478, -2.57508, -0.46826], [2.51032, 1.43677, -0.63650], [0.98568, 2.19871, -1.24250], [1.52673, 0.74875, -1.96318], [-1.03197, -4.36960, -2.60122], [0.44747, -4.54945, -2.55682], [0.89158, -5.61209, -2.95738], [1.23799, -3.52592, -2.23348], [2.69352, -3.75690, -2.04675], [-1.24084, -3.72510, -3.45509], [-1.44075, -3.85920, -1.72916], [-1.51528, -5.33889, -2.72369], [0.87584, -2.67581, -1.82573], [2.95007, -4.81294, -1.96267], [3.03184, -3.27313, -1.13045], [3.13855, -3.29587, -2.92851], [4.57116, -0.67667, 3.25099], [5.77184, -1.03625, 2.40357], [6.63886, -0.16575, 2.26257], [6.01238, -2.19407, 1.75079], [5.09346, -3.33649, 1.78835], [4.10006, -1.53355, 3.73259], [3.77249, -0.19365, 2.68804], [4.88351, 0.02232, 4.02684], [6.88490, -2.21941, 1.24268], [4.14693, -3.02639, 1.34562], [4.84806, -3.73487, 2.77282], [5.43606, -4.10840, 1.09923], [2.82455, 4.53541, -1.08809], [3.83806, 3.88424, -0.15919], [4.84779, 3.36744, -0.63759], [3.53778, 3.91026, 1.13699], [4.38853, 3.30585, 2.16928], [1.86568, 4.06204, -0.87688], [2.90728, 4.29609, -2.14827], [2.82583, 5.61449, -0.93424], [2.64970, 4.29241, 1.42917], [3.94857, 2.97851, 3.11128], [5.19813, 4.01885, 2.32511], [4.88703, 2.43558, 1.74241], [6.60645, -0.36788, -6.96674], [5.38831, -1.06248, -7.35121], [5.25188, -1.47391, -8.50577], [4.40026, -1.14163, -6.45313], [3.20317, -1.84981, -6.75323], [6.48251, 0.57305, -6.43065], [7.32479, -0.13858, -7.75383], [7.04860, -1.00246, -6.19868], [4.59759, -0.70142, -5.56579], [2.96476, -1.83026, -7.81666], [2.33541, -1.49062, -6.19998], [3.37064, -2.90637, -6.54410], [-3.68980, -0.11079, -3.73949], [-2.48598, -0.75447, -4.39277], [-2.61101, -1.31926, -5.46008], [-1.30881, -0.60245, -3.81743], [-0.05853, -1.00056, -4.44540], [-3.52436, 0.31559, -2.75008], [-4.52284, -0.81358, -3.72405], [-3.93368, 0.78873, -4.30471], [-1.27397, -0.09258, -2.94627], [-0.10133, -2.08476, -4.54925], [0.82251, -0.66110, -3.90075], [0.05378, -0.54664, -5.43000], [0.94785, 2.59093, -4.17219], [0.29301, 3.90961, -3.84872], [0.45840, 4.93581, -4.56222], [-0.38945, 3.90139, -2.74147], [-1.05044, 4.99247, -2.17921], [0.29829, 1.81972, -3.75818], [1.98644, 2.48374, -3.85921], [0.94542, 2.49365, -5.25784], [-0.53353, 2.99717, -2.31518], [-1.76556, 5.47662, -2.84427], [-0.29503, 5.76786, -2.05182], [-1.47143, 4.59334, -1.25642], [6.01555, 5.15094, -2.68716], [7.48270, 5.43193, -2.81431], [7.84525, 6.57971, -3.11356], [8.41936, 4.44969, -2.54208], [8.15991, 3.20392, -1.85761], [5.72885, 4.12465, -2.91654], [5.34704, 5.75329, -3.30228], [5.81250, 5.34033, -1.63312], [9.39287, 4.67946, -2.68200], [7.12506, 3.14812, -1.51989], [8.94512, 3.14909, -1.10358], [8.25305, 2.35450, -2.53430], [6.84695, 6.10226, 0.92260], [7.79439, 5.02591, 1.44985], [8.78949, 5.31917, 2.14384], [7.42926, 3.76004, 1.19019], [8.04531, 2.46443, 1.58542], [6.82339, 7.07082, 1.42204], [5.78863, 5.86455, 0.81513], [7.20030, 6.33361, -0.08224], [6.57229, 3.64287, 0.66867], [7.82384, 2.01163, 2.55187], [9.13470, 2.49123, 1.60974], [7.84532, 1.64557, 0.89436], [-8.87009, -2.37560, 1.28120], [-7.60356, -3.12226, 1.61175], [-7.32386, -4.08624, 0.94981], [-6.86229, -2.65605, 2.61060], [-5.70104, -3.34281, 3.15668], [-9.35853, -1.95454, 2.15997], [-9.47906, -3.04208, 0.67040], [-8.57113, -1.49786, 0.70824], [-7.10328, -1.78549, 3.06243], [-5.20863, -2.85250, 3.99645], [-5.05723, -3.42473, 2.28095], [-5.89234, -4.38336, 3.41892], [1.10925, -8.16444, 3.26594], [1.54396, -7.37409, 2.02186], [2.58032, -7.59040, 1.37340], [0.71926, -6.42767, 1.57498], [0.88168, -5.79496, 0.31015], [0.03039, -8.31819, 3.24321], [1.44839, -7.61302, 4.14288], [1.56607, -9.15217, 3.20433], [-0.12553, -6.20602, 2.08222], [-0.10743, -5.42637, 0.03831], [1.38023, -6.37946, -0.46310], [1.49351, -4.89405, 0.35613], [2.06627, 3.77119, 7.74730], [1.14494, 3.52495, 6.58603], [-0.04462, 3.86500, 6.64314], [1.60927, 2.95210, 5.53089], [0.91743, 2.73509, 4.26037], [3.07905, 3.38470, 7.63328], [1.59265, 3.22257, 8.56142], [2.10782, 4.83918, 7.96126], [2.58428, 2.73062, 5.67380], [1.56251, 3.01815, 3.42860], [0.06927, 3.38510, 4.04541], [0.58975, 1.70839, 4.09722], [-0.06811, 5.62739, 0.83687], [0.55971, 5.80832, 2.23962], [1.71986, 5.54289, 2.45604], [-0.26524, 6.20532, 3.24651], [0.20792, 6.43452, 4.65568], [-1.09755, 5.97124, 0.73632], [-0.02001, 4.57208, 0.56835], [0.67410, 6.08982, 0.18618], [-1.22680, 6.45519, 3.06468], [-0.61026, 6.45314, 5.37564], [0.73388, 7.38363, 4.75897], [0.90209, 5.66377, 4.99061], [-3.34981, 3.32513, -5.69116], [-4.83401, 3.12983, -5.91040], [-5.33100, 2.01034, -5.87514], [-5.48056, 4.23949, -6.09794], [-6.94522, 4.33989, -6.22861], [-2.73975, 2.82787, -6.44526], [-2.97428, 2.81333, -4.80507], [-3.09668, 4.38217, -5.60941], [-4.98106, 5.09777, -5.91366], [-7.36438, 4.03232, -5.27059], [-7.32508, 3.58427, -6.91624], [-7.24117, 5.28508, -6.68372], [2.11187, -0.31618, 6.33726], [0.74580, -0.35106, 7.00763], [-0.16371, -0.86651, 6.35232], [0.65714, 0.07890, 8.26565], [-0.61366, 0.10130, 9.05587], [2.03103, 0.10367, 5.33462], [2.59864, -1.29117, 6.31373], [2.74541, 0.43471, 6.80939], [1.47948, 0.37915, 8.76935], [-0.60984, -0.71922, 9.77339], [-1.50955, 0.02965, 8.43915], [-0.55448, 1.10265, 9.48236], [-4.33195, 3.13453, -1.91832], [-4.52238, 3.68822, -0.49186], [-5.47198, 4.42953, -0.24792], [-3.61152, 3.32707, 0.40591], [-3.41775, 3.65357, 1.79532], [-4.46750, 3.94496, -2.63451], [-4.90645, 2.30233, -2.32513], [-3.29282, 2.82174, -2.02066], [-2.92943, 2.68295, 0.03180], [-3.03709, 4.65271, 2.00725], [-2.71702, 2.89162, 2.13667], [-4.35849, 3.58223, 2.34122], [-2.39604, -3.74671, 4.92388], [-0.98954, -4.15463, 4.46194], [-0.90440, -5.15710, 3.70862], [0.06813, -3.43867, 4.90728], [1.42895, -3.64948, 4.56424], [-2.80690, -3.04006, 4.20281], [-2.31524, -3.20487, 5.86620], [-3.02746, -4.63339, 4.98049], [-0.12959, -2.67925, 5.54312], [1.93321, -2.68544, 4.63104], [1.47284, -4.07638, 3.56228], [1.90839, -4.34739, 5.25066], [-5.95577, -5.99108, -1.10644], [-4.51290, -5.98368, -0.58851], [-3.59207, -6.20386, -1.37263], [-4.31256, -5.60981, 0.63941], [-3.03503, -5.76798, 1.29586], [-6.13400, -6.78852, -1.82784], [-6.20003, -5.00420, -1.49950], [-6.43435, -6.32269, -0.18497], [-5.12571, -5.44415, 1.21511], [-2.47296, -4.84475, 1.15509], [-2.45627, -6.65659, 1.04387], [-3.27810, -5.88400, 2.35206], [-3.51869, -4.29083, -8.15898], [-4.01037, -4.81918, -6.83017], [-4.54902, -5.89631, -6.73012], [-3.88047, -3.97545, -5.79020], [-4.31818, -4.19585, -4.43954], [-3.38065, -3.20997, -8.18696], [-4.30792, -4.54840, -8.86530], [-2.60837, -4.74957, -8.54493], [-3.64419, -3.01284, -5.98424], [-4.43293, -5.26952, -4.29071], [-5.28024, -3.70168, -4.30415], [-3.56911, -3.75712, -3.78037], [-7.87574, 0.99696, -3.50635], [-7.31334, 0.40290, -2.26113], [-7.36194, 1.12758, -1.22746], [-6.80036, -0.81935, -2.29401], [-6.28072, -1.52194, -1.17296], [-7.75313, 0.30218, -4.33722], [-7.58370, 2.04060, -3.62307], [-8.94395, 1.17996, -3.39001], [-6.76797, -1.33786, -3.16015], [-6.35022, -0.97368, -0.23346], [-5.27493, -1.93112, -1.26816], [-6.88812, -2.39094, -0.91996], [6.76231, -3.52730, -2.90915], [6.28832, -4.88512, -2.48230], [5.93868, -5.11970, -1.31609], [6.22746, -5.89697, -3.38291], [5.68087, -7.25308, -3.08537], [5.92373, -2.83757, -2.81347], [7.10127, -3.45067, -3.94227], [7.49895, -3.22814, -2.16352], [6.63670, -5.69378, -4.28365], [5.43829, -7.76066, -4.01898], [4.83851, -7.10662, -2.40929], [6.42112, -7.86336, -2.56798], [-6.06680, 0.49353, 5.75476], [-6.57748, 0.37449, 4.33184], [-7.47795, -0.39817, 4.05620], [-6.02869, 1.21715, 3.47153], [-6.38236, 1.33111, 2.03415], [-6.77151, 0.04124, 6.45257], [-5.89228, 1.53515, 6.02434], [-5.08709, 0.02598, 5.85302], [-5.41217, 1.93132, 3.83203], [-6.55182, 2.36337, 1.72784], [-7.36348, 0.90475, 1.82504], [-5.71264, 0.71829, 1.43080], [5.41295, -0.14207, -1.34694], [5.10692, 0.25957, -2.79142], [5.28736, -0.48987, -3.75748], [4.70655, 1.53289, -2.98604], [4.56955, 2.14738, -4.33031], [6.38773, -0.62281, -1.26450], [4.67749, -0.80286, -0.88806], [5.36927, 0.77810, -0.76430], [4.56549, 2.12205, -2.17789], [5.57060, 2.28088, -4.74041], [4.12564, 3.14024, -4.40288], [4.06335, 1.43230, -4.97879], [-3.07563, 5.13525, 5.79106], [-3.47802, 3.75117, 5.38415], [-4.61108, 3.43189, 5.02692], [-2.51925, 2.78066, 5.41987], [-2.62783, 1.44630, 4.87535], [-3.98214, 5.54197, 6.23931], [-2.89601, 5.77177, 4.92464], [-2.25770, 5.20937, 6.50772], [-1.64639, 3.03572, 5.85936], [-3.57919, 1.25207, 4.38009], [-2.57599, 0.80278, 5.75359], [-1.84975, 1.15739, 4.16879]]
}